Entry 1:
Computed, not measured: a molecular structure, C3H3O2Pb in a non-equilibrium geometry, with wB97M-V/def2-TZVPD.

Each line ends with the Mulliken charge.
CARTESIAN COORDINATES (ANGSTROEM)
1 O 0.18 0.73 0.89  -0.357
2 C 0.68 0.15 -0.16  0.899
3 C -0.57 -0.37 -0.70  -0.377
4 C -1.38 0.12 0.39  0.029
5 H -0.79 -0.79 -1.68  0.404
6 H -1.82 -0.60 1.08  0.288
7 H -1.92 1.06 0.28  0.261
8 O 1.87 -0.03 -0.44  -0.615
9 Pb 3.75 -0.26 0.34  1.467

Results
Orbital gap (spin up / spin down): 7.32 / 9.63 eV
E_HOMO (spin up / spin down): -0.6730 / -0.7617 hartree
Net charge: +2
2S+1: 2
Energy above the lowest of the compared OMol25 structures with the same formula, charge and spin: 0.00 kcal per mole
LUMO (spin up / spin down): -10.99 / -11.10 eV


Entry 2:
Computed, not measured: 10 unconnected molecules or ions with the total composition C25H72N2O12 in a non-equilibrium geometry, with wB97M-V/def2-TZVPD.

Each line ends with the Mulliken charge.
CARTESIAN COORDINATES (ANGSTROEM)
1 C -15.21 6.92 -1.40  -0.818
2 O -14.63 6.41 -2.62  -0.333
3 C -13.72 5.35 -2.38  -0.484
4 C -13.56 4.47 -3.61  -0.705
5 N -13.68 5.19 -4.81  -0.437
6 C -12.50 6.05 -5.15  -0.604
7 C -11.34 5.25 -5.76  -0.670
8 O -10.62 4.41 -4.82  -0.256
9 C -9.89 3.36 -5.46  -0.648
10 H -15.84 6.20 -0.86  0.317
11 H -15.68 7.84 -1.73  0.244
12 H -14.49 7.12 -0.60  0.325
13 H -13.96 4.68 -1.56  0.455
14 H -12.82 5.86 -2.05  0.336
15 H -14.40 3.77 -3.66  0.336
16 H -12.72 3.78 -3.50  0.279
17 H -14.46 5.83 -4.70  0.342
18 H -12.19 6.80 -4.42  0.338
19 H -12.78 6.73 -5.96  0.452
20 H -10.61 5.90 -6.21  0.412
21 H -11.76 4.68 -6.59  0.350
22 H -9.85 2.57 -4.71  0.189
23 H -8.88 3.74 -5.60  0.244
24 H -10.36 3.11 -6.41  0.335
25 C -15.36 -5.17 8.16  -0.777
26 O -16.75 -4.85 7.88  -0.286
27 C -17.68 -5.71 8.56  -0.646
28 C -18.97 -4.91 8.75  -0.609
29 N -18.78 -3.69 9.53  -0.450
30 C -20.04 -2.90 9.48  -0.346
31 C -21.08 -3.44 10.54  -0.630
32 O -21.95 -2.48 11.06  -0.388
33 C -21.40 -1.61 12.05  -0.666
34 H -14.64 -4.38 7.94  0.266
35 H -15.00 -5.83 7.37  0.298
36 H -15.14 -5.46 9.19  0.308
37 H -17.26 -6.04 9.51  0.419
38 H -17.91 -6.53 7.87  0.316
39 H -19.62 -5.63 9.26  0.331
40 H -19.42 -4.72 7.78  0.378
41 H -18.04 -3.26 9.00  0.253
42 H -20.46 -2.76 8.48  0.334
43 H -19.72 -1.89 9.77  0.371
44 H -20.60 -3.99 11.35  0.391
45 H -21.64 -4.26 10.09  0.337
46 H -20.76 -0.97 11.43  0.278
47 H -20.82 -2.11 12.83  0.298
48 H -22.21 -1.09 12.55  0.219
49 C -1.34 -7.92 -2.32  -1.356
50 C -1.24 -6.49 -1.93  0.040
51 O -0.17 -6.34 -1.01  -0.497
52 H -0.41 -8.43 -2.57  0.378
53 H -2.14 -8.11 -3.03  0.344
54 H -1.74 -8.43 -1.44  0.361
55 H -2.20 -6.09 -1.62  0.247
56 H -1.05 -6.11 -2.94  0.181
57 H 0.13 -7.23 -0.81  0.303
58 C -18.67 -5.68 -1.09  -0.878
59 C -17.82 -4.85 -0.10  -0.283
60 O -16.62 -5.46 0.43  -0.529
61 H -19.48 -5.06 -1.46  0.301
62 H -19.03 -6.63 -0.68  0.284
63 H -18.08 -5.97 -1.95  0.256
64 H -18.45 -4.45 0.69  0.289
65 H -17.48 -3.93 -0.58  0.264
66 H -16.79 -5.99 1.22  0.295
67 C -5.68 5.19 1.14  -1.076
68 C -6.52 5.30 -0.23  -0.191
69 O -7.29 4.25 -0.38  -0.473
70 H -6.33 4.91 1.97  0.301
71 H -5.21 6.16 1.33  0.327
72 H -4.82 4.52 1.09  0.302
73 H -5.74 5.34 -0.99  0.275
74 H -7.12 6.20 -0.11  0.214
75 H -7.32 4.12 -1.33  0.321
76 C -5.34 -2.70 6.41  -1.008
77 C -5.21 -1.88 5.21  -0.186
78 O -4.41 -0.71 5.53  -0.516
79 H -4.36 -3.12 6.67  0.313
80 H -5.99 -3.57 6.29  0.334
81 H -5.87 -2.25 7.24  0.271
82 H -6.23 -1.58 4.97  0.258
83 H -4.73 -2.40 4.39  0.239
84 H -3.53 -1.01 5.78  0.294
85 C -9.39 -11.49 -2.28  -0.909
86 C -9.86 -10.22 -2.97  -0.224
87 O -8.93 -9.11 -2.98  -0.522
88 H -9.02 -11.22 -1.29  0.265
89 H -8.56 -12.05 -2.71  0.279
90 H -10.23 -12.18 -2.20  0.308
91 H -10.79 -9.88 -2.52  0.258
92 H -10.12 -10.57 -3.97  0.241
93 H -9.12 -8.49 -2.27  0.305
94 C -9.15 -3.02 -0.76  -0.530
95 O -9.46 -4.17 0.04  -0.498
96 H -8.29 -3.20 -1.41  0.237
97 H -9.94 -2.61 -1.38  0.260
98 H -9.06 -2.11 -0.16  0.247
99 H -10.24 -4.02 0.58  0.284
100 C -6.29 -7.61 -8.49  -0.531
101 O -6.46 -6.43 -7.76  -0.493
102 H -7.26 -8.08 -8.66  0.248
103 H -5.93 -7.48 -9.51  0.239
104 H -5.68 -8.33 -7.95  0.229
105 H -6.61 -6.69 -6.85  0.308
106 C -14.66 0.23 4.16  -0.519
107 O -15.74 -0.61 4.66  -0.475
108 H -13.79 -0.32 3.80  0.265
109 H -15.20 0.60 3.30  0.222
110 H -14.28 0.99 4.85  0.211
111 H -15.39 -1.49 4.55  0.296

Results
Orbital gap: 9.02 eV
E_HOMO: -0.3219 hartree
Net charge: 0
Energy above the lowest of the compared OMol25 structures with the same formula, charge and spin: 109.56 kcal per mole
LUMO: 0.26 eV


Entry 3:
Computed, not measured: C2H4N2OS in the gas phase in a non-equilibrium geometry, with wB97M-V/def2-TZVPD.

Each line ends with the Mulliken charge.
CARTESIAN COORDINATES (ANGSTROEM)
1 N 1.29 1.21 -0.54  -0.488
2 C 0.79 -0.02 -0.12  0.513
3 O 1.41 -1.05 -0.03  -0.534
4 N -0.57 0.05 0.26  -0.162
5 C -1.28 -1.06 0.53  -0.151
6 S -2.84 -1.01 0.99  -0.296
7 H 2.16 1.11 -1.06  0.271
8 H 0.68 1.84 -1.07  0.264
9 H -0.87 0.92 0.68  0.273
10 H -0.77 -2.01 0.38  0.309

Results
Orbital gap: 8.94 eV
E_HOMO: -0.3234 hartree
Net charge: 0
Energy above the lowest of the compared OMol25 structures with the same formula, charge and spin: 8.88 kcal per mole
LUMO: 0.14 eV


Entry 4:
Computed, not measured: 2 unconnected molecules or ions with the total composition C6H11N2 in a non-equilibrium geometry, with wB97M-V/def2-TZVPD.

Each line ends with the Mulliken charge.
CARTESIAN COORDINATES (ANGSTROEM)
1 C 2.11 0.30 -0.27  0.430
2 C 0.10 -0.75 0.84  -0.838
3 C 1.08 0.33 0.84  0.121
4 C -1.77 0.10 -0.12  0.314
5 C 3.41 -0.21 -0.46  -0.905
6 C -3.18 -0.36 0.15  -1.063
7 N 1.13 0.98 -0.59  -0.576
8 N -1.55 0.99 -0.94  -0.138
9 H 0.18 -1.55 0.01  0.316
10 H -0.22 -1.06 1.79  0.463
11 H 1.24 0.94 1.78  0.343
12 H 3.69 -0.53 0.60  0.301
13 H 3.96 0.60 -0.94  0.331
14 H 3.33 -1.15 -1.01  0.314
15 H -3.35 -1.21 -0.41  0.326
16 H -4.01 0.44 0.16  0.368
17 H -3.18 -0.72 1.24  0.286
18 H -2.32 1.53 -1.52  0.321
19 H -0.65 1.31 -1.16  0.287

Results
Orbital gap: 9.10 eV
E_HOMO: -0.4804 hartree
Net charge: +1
Energy above the lowest of the compared OMol25 structures with the same formula, charge and spin: 125.60 kcal per mole
LUMO: -3.98 eV


Entry 5:
Computed, not measured: C21H30N4O4S in the gas phase, with wB97M-V/def2-TZVPD.

Each line ends with the Mulliken charge.
CARTESIAN COORDINATES (ANGSTROEM)
1 C 2.31 3.64 0.90  -1.577
2 C 2.19 2.13 0.94  -0.261
3 C 1.18 1.52 -0.06  1.641
4 C 1.32 2.14 -1.46  -2.433
5 C -0.28 1.84 0.36  -0.165
6 O -0.55 2.77 1.08  -0.715
7 N -1.20 1.11 -0.30  0.201
8 C -2.61 1.20 0.02  -0.804
9 C -3.44 1.21 -1.26  -0.583
10 C -4.93 1.32 -0.93  -0.750
11 C -5.36 0.17 -0.02  -0.639
12 C -4.53 0.16 1.26  -1.100
13 C -3.04 0.05 0.92  0.214
14 N 1.37 0.06 -0.08  0.654
15 C 2.25 -0.54 -1.07  -1.290
16 C 3.70 -0.45 -0.70  0.169
17 C 4.69 0.21 -1.36  -0.397
18 C 5.95 0.10 -0.73  -0.606
19 C 5.90 -0.64 0.40  -0.428
20 S 4.32 -1.23 0.72  -0.062
21 C 0.90 -0.61 1.00  0.611
22 O 0.25 -0.06 1.87  -0.601
23 C 1.12 -2.12 1.13  -1.585
24 C -0.24 -2.79 0.89  0.686
25 N -0.23 -4.21 1.15  -0.182
26 C -0.54 -4.96 0.07  0.092
27 O -0.61 -6.15 -0.04  -0.605
28 N -0.79 -4.03 -0.97  -0.100
29 C -0.64 -2.74 -0.58  0.141
30 O -0.77 -1.76 -1.27  -0.607
31 H 1.34 4.10 1.04  0.328
32 H 2.74 3.99 -0.04  0.321
33 H 2.97 3.97 1.70  0.470
34 H 1.87 1.83 1.93  0.433
35 H 3.17 1.68 0.74  0.143
36 H 2.36 2.15 -1.78  0.339
37 H 0.97 3.17 -1.41  0.558
38 H 0.71 1.61 -2.18  0.496
39 H -0.92 0.26 -0.78  0.333
40 H -2.74 2.15 0.56  0.509
41 H -3.13 2.05 -1.89  0.342
42 H -3.25 0.28 -1.81  0.288
43 H -5.11 2.27 -0.43  0.335
44 H -5.51 1.31 -1.85  0.365
45 H -6.42 0.28 0.22  0.358
46 H -5.23 -0.78 -0.55  0.307
47 H -4.70 1.08 1.81  0.399
48 H -4.83 -0.67 1.89  0.378
49 H -2.44 0.06 1.83  0.374
50 H -2.86 -0.89 0.39  -0.202
51 H 2.10 -0.03 -2.02  0.631
52 H 1.95 -1.58 -1.23  0.584
53 H 4.53 0.75 -2.28  0.441
54 H 6.84 0.56 -1.11  0.400
55 H 6.69 -0.89 1.08  0.450
56 H 1.88 -2.54 0.49  0.436
57 H 1.41 -2.29 2.17  0.547
58 H -0.99 -2.27 1.50  0.251
59 H -0.01 -4.61 2.04  0.214
60 H -1.06 -4.32 -1.90  0.256

Results
Orbital gap: 9.17 eV
E_HOMO: -0.3254 hartree
Net charge: 0
Energy above the lowest of the compared OMol25 structures with the same formula, charge and spin: 0.00 kcal per mole
LUMO: 0.31 eV


Entry 6:
Computed, not measured: a molecular structure, C14H19HgNO6P2, with wB97M-V/def2-TZVPD.

Each line ends with the Mulliken charge.
CARTESIAN COORDINATES (ANGSTROEM)
1 Hg -0.15 0.36 1.00  1.486
2 O 4.11 4.78 -0.61  -0.546
3 C 3.21 3.77 -0.44  1.253
4 C 1.89 3.90 -0.85  -0.364
5 C 1.03 2.85 -0.62  -0.115
6 N 1.45 1.72 -0.03  -0.570
7 C 2.72 1.59 0.35  0.238
8 C 3.64 2.60 0.16  -0.596
9 C 3.14 0.26 1.01  0.139
10 O 4.37 0.09 1.13  -0.752
11 O 2.19 -0.48 1.40  -0.666
12 C -0.45 2.95 -1.02  0.106
13 O -0.72 3.84 -1.84  -0.752
14 O -1.23 2.16 -0.41  -0.682
15 H 3.67 5.52 -1.02  0.283
16 H 1.52 4.78 -1.35  0.430
17 H 4.67 2.46 0.47  0.530
18 C 0.36 -3.15 2.40  -1.261
19 P -0.16 -2.47 0.79  0.678
20 C 0.56 -3.71 -0.37  -1.486
21 C -1.95 -2.95 0.76  -0.954
22 C -2.71 -2.44 -0.49  -1.177
23 P -2.35 -0.65 -0.83  0.561
24 C -3.22 -0.42 -2.44  -1.354
25 C -3.57 0.15 0.28  -1.166
26 H 1.42 -2.93 2.53  0.343
27 H 0.18 -4.23 2.48  0.431
28 H -0.18 -2.63 3.19  0.325
29 H 0.30 -4.73 -0.07  0.380
30 H 1.64 -3.59 -0.35  0.394
31 H 0.21 -3.52 -1.38  0.366
32 H -2.39 -2.50 1.66  0.357
33 H -2.05 -4.04 0.87  0.489
34 H -3.79 -2.59 -0.38  0.485
35 H -2.40 -3.00 -1.38  0.422
36 H -4.27 -0.73 -2.38  0.357
37 H -2.71 -0.99 -3.21  0.384
38 H -3.16 0.64 -2.70  0.373
39 H -4.59 -0.18 0.08  0.478
40 H -3.48 1.23 0.12  0.319
41 H -3.32 -0.05 1.33  0.257
42 O -0.69 1.27 3.92  -0.278
43 C -1.15 0.53 3.18  -0.147

Results
Orbital gap (spin up / spin down): 5.82 / 7.77 eV
E_HOMO (spin up / spin down): -0.1103 / -0.1897 hartree
Net charge: -1
2S+1: 2
Energy above the lowest of the compared OMol25 structures with the same formula, charge and spin: 0.00 kcal per mole
LUMO (spin up / spin down): 2.82 / 2.60 eV


Entry 7:
Computed, not measured: 2 unconnected molecules or ions with the total composition C6H8N2O2 in a non-equilibrium geometry, with wB97M-V/def2-TZVPD.

Each line ends with the Mulliken charge.
CARTESIAN COORDINATES (ANGSTROEM)
1 O 0.62 3.85 -2.22  -0.561
2 C 0.01 3.24 -1.41  0.558
3 C -1.35 3.19 -1.08  -0.408
4 C -1.81 2.35 -0.19  -0.234
5 N -0.86 1.33 0.39  -0.245
6 C 0.53 1.89 0.61  0.257
7 O 1.21 1.62 1.52  -0.484
8 N 0.96 2.55 -0.56  -0.183
9 H -2.09 4.10 -1.42  0.220
10 H -2.79 2.21 0.11  0.446
11 H -1.19 0.65 1.13  0.298
12 H 1.84 3.27 -0.60  0.337
13 C 0.43 -4.51 0.54  -0.409
14 C 1.20 -5.58 0.70  -0.443
15 H 0.67 -3.56 1.03  0.196
16 H -0.45 -4.53 -0.09  0.218
17 H 2.09 -5.54 1.32  0.218
18 H 0.98 -6.53 0.22  0.220

Results
Orbital gap: 10.03 eV
E_HOMO: -0.3598 hartree
Net charge: 0
Energy above the lowest of the compared OMol25 structures with the same formula, charge and spin: 56.54 kcal per mole
LUMO: 0.24 eV


Entry 8:
Computed, not measured: a molecular structure, C14H24N8O3Yb in a non-equilibrium geometry, with wB97M-V/def2-TZVPD.

Each line ends with the Mulliken charge.
CARTESIAN COORDINATES (ANGSTROEM)
1 Yb 0.06 -0.44 0.21  0.806
2 N 2.64 -0.26 0.45  -0.583
3 C 2.51 -0.16 1.94  -0.603
4 C 1.12 -0.67 2.26  0.761
5 O 0.77 -1.74 1.56  -0.551
6 N 0.32 0.06 2.93  -0.478
7 C -1.04 -0.44 3.23  -0.543
8 C -2.13 -0.08 2.20  0.576
9 O -3.24 0.19 2.55  -0.607
10 O -1.74 -0.12 0.92  -0.393
11 H 2.93 -1.21 0.23  0.266
12 H 3.39 0.34 0.13  0.249
13 H 2.58 0.88 2.25  0.338
14 H 3.26 -0.74 2.47  0.450
15 H -1.38 0.00 4.16  0.396
16 H -1.06 -1.52 3.33  0.327
17 C -0.12 2.68 1.26  -0.820
18 N -0.23 4.12 1.15  0.147
19 C 0.98 4.64 0.51  -0.720
20 N 1.17 4.07 -0.83  0.032
21 C 1.28 2.63 -0.71  -0.772
22 N 0.07 2.01 -0.09  0.925
23 C -1.12 2.42 -0.92  -0.878
24 N -1.24 3.86 -1.05  0.059
25 C -1.39 4.43 0.30  -0.685
26 C -0.01 4.39 -1.65  -0.756
27 H -1.03 2.28 1.70  0.220
28 H 0.72 2.41 1.90  0.237
29 H 1.84 4.40 1.13  0.336
30 H 0.90 5.72 0.42  0.345
31 H 2.14 2.38 -0.09  0.313
32 H 1.41 2.19 -1.70  0.278
33 H -2.01 2.00 -0.46  0.355
34 H -0.99 1.98 -1.92  0.379
35 H -2.29 4.04 0.76  0.361
36 H -1.48 5.51 0.21  0.341
37 H -0.09 5.47 -1.74  0.330
38 H 0.12 3.96 -2.64  0.344
39 C -2.74 -2.65 -0.50  -1.308
40 C -1.30 -3.02 -0.63  0.656
41 N -0.31 -2.28 -1.14  -0.451
42 C 0.81 -3.11 -1.18  -0.437
43 C 0.50 -4.32 -0.68  -0.443
44 N -0.83 -4.25 -0.33  -0.016
45 H -2.90 -1.62 -0.77  0.247
46 H -3.10 -2.79 0.52  0.363
47 H -3.33 -3.29 -1.16  0.450
48 H 1.74 -2.79 -1.61  0.487
49 H 1.09 -5.21 -0.54  0.448
50 H -1.38 -4.99 0.07  0.220

Results
Orbital gap (spin up / spin down): 8.96 / 8.94 eV
E_HOMO (spin up / spin down): -0.4316 / -0.4316 hartree
Net charge: +1
2S+1: 2
Energy above the lowest of the compared OMol25 structures with the same formula, charge and spin: 11.88 kcal per mole
LUMO (spin up / spin down): -2.79 / -2.80 eV


Entry 9:
Computed, not measured: C18H18N2O in the gas phase, with wB97M-V/def2-TZVPD.

Each line ends with the Mulliken charge.
CARTESIAN COORDINATES (ANGSTROEM)
1 C 1.19 -3.85 -2.65  -1.436
2 C 1.29 -2.86 -1.53  1.049
3 C 1.70 -3.27 -0.26  -1.051
4 C 1.79 -2.37 0.78  -0.857
5 C 1.47 -1.03 0.59  0.989
6 N 1.51 -0.17 1.68  -0.129
7 C 1.59 1.27 1.55  -1.008
8 C 0.35 1.91 0.98  0.047
9 C 0.47 2.87 0.01  -0.359
10 C -0.63 3.51 -0.56  -1.133
11 C -1.90 3.18 -0.16  0.358
12 O -3.00 3.76 -0.68  -0.660
13 C -2.07 2.20 0.86  1.030
14 N -3.35 1.94 1.22  -0.716
15 C -3.56 1.05 2.15  -0.415
16 C -2.52 0.37 2.82  -0.635
17 C -1.22 0.63 2.47  -0.594
18 C -0.95 1.57 1.45  0.849
19 C 1.07 -0.62 -0.67  -0.356
20 C 0.97 -1.52 -1.73  0.325
21 C 0.52 -1.03 -3.07  -1.635
22 H 0.17 -3.91 -3.03  0.316
23 H 1.48 -4.84 -2.31  0.371
24 H 1.84 -3.57 -3.48  0.318
25 H 1.95 -4.30 -0.09  0.321
26 H 2.11 -2.71 1.76  0.317
27 H 2.05 -0.54 2.45  0.248
28 H 1.76 1.67 2.56  0.355
29 H 2.45 1.57 0.93  0.313
30 H 1.45 3.15 -0.34  0.358
31 H -0.50 4.26 -1.33  0.410
32 H -3.76 3.36 -0.23  0.413
33 H -4.59 0.87 2.41  0.403
34 H -2.76 -0.34 3.59  0.393
35 H -0.41 0.12 2.95  0.494
36 H 0.82 0.41 -0.85  0.271
37 H -0.38 -1.56 -3.39  0.331
38 H 1.29 -1.22 -3.82  0.327
39 H 0.31 0.03 -3.05  0.379

Results
Orbital gap: 7.85 eV
E_HOMO: -0.2800 hartree
Net charge: 0
Energy above the lowest of the compared OMol25 structures with the same formula, charge and spin: 8.02 kcal per mole
LUMO: 0.23 eV


Question: net charge of number 2 (C25H72N2O12)?
Answer: 0


Question: energy above the lowest of the compared OMol25 structures with the same formula, charge and spin of number 7 (C6H8N2O2)?
Answer: 56.54 kcal per mole


Question: What is the formula in the fifth record?
Answer: C21H30N4O4S